Record 1
This record from the OMol25 dataset describes a 2-piece molecular cluster, C21H15FN3O overall in a non-equilibrium geometry. The level of theory is wB97M-V/def2-TZVPD.

ORCA input file:
```
! RIJCOSX wB97M-V def2-TZVPD def2/J DEFGRID3
* xyz 1 1
F 4.056 5.343 -0.207
C 3.697 4.013 -0.213
C 4.702 3.053 -0.146
C 4.310 1.708 -0.160
C 2.971 1.373 -0.188
C 1.920 2.338 -0.208
C 0.575 1.862 -0.138
C -0.629 2.621 -0.150
C -1.874 1.913 -0.200
C -3.095 2.571 -0.197
C -3.146 3.970 -0.167
C -1.956 4.702 -0.143
C -0.729 4.050 -0.106
C 2.348 3.704 -0.296
H 5.743 3.341 -0.100
H 5.081 0.934 -0.142
H 2.707 0.317 -0.191
H 0.461 0.778 -0.081
H -1.843 0.824 -0.234
H -4.021 1.995 -0.218
H -4.106 4.477 -0.165
H -1.998 5.794 -0.142
H 0.152 4.671 -0.020
H 1.648 4.517 -0.426
O 1.316 -3.904 2.020
C 0.389 -3.542 1.297
C -0.921 -4.187 1.069
C -1.354 -3.785 -0.214
C -2.320 -4.509 -0.918
C -3.061 -5.464 -0.212
C -2.637 -5.882 1.059
C -1.488 -5.334 1.654
N -0.489 -2.821 -0.715
C 0.474 -2.514 0.220
N 1.709 -2.130 -0.178
N 2.664 -1.780 -0.717
H -2.504 -4.324 -1.979
H -3.961 -5.905 -0.646
H -3.203 -6.666 1.570
H -1.046 -5.783 2.546
H -0.542 -2.339 -1.615
*
```

Results
- Max |F|: 3.01 eV/A
- Calculated total energy: -1148.24459 hartree
- E_HOMO: -10.1 eV
- Relative energy (zero: lowest compared OMol25 entry of this formula, charge and spin): 23.4 kcal per mole

Atomic partial charges in e from the natural (NBO) method, atoms 1 to 2: atom 1 (F): -0.3071, atom 2 (C): 0.3861



Record 2
This record from the OMol25 dataset describes an isolated molecule of C21H15FO2. The level of theory is wB97M-V/def2-TZVPD.

ORCA input file:
```
! RIJCOSX wB97M-V def2-TZVPD def2/J DEFGRID3
* xyz 0 1
O -1.997 0.029 2.151
C -1.438 0.895 1.531
O -1.925 2.142 1.437
C -0.177 0.727 0.751
C 0.888 1.520 0.955
C 1.023 2.531 1.992
C 0.468 2.364 3.262
C 0.611 3.338 4.231
C 1.317 4.487 3.923
F 1.455 5.444 4.864
C 1.898 4.676 2.682
C 1.756 3.690 1.726
C -0.204 -0.334 -0.259
C 0.953 -1.034 -0.602
C 0.917 -2.029 -1.557
C -0.274 -2.365 -2.197
C -0.311 -3.428 -3.211
C 0.706 -3.542 -4.157
C 0.669 -4.541 -5.112
C -0.379 -5.446 -5.134
C -1.393 -5.344 -4.196
C -1.362 -4.342 -3.244
C -1.431 -1.670 -1.849
C -1.398 -0.673 -0.897
H -2.744 2.223 1.952
H 1.735 1.424 0.288
H -0.053 1.449 3.502
H 0.189 3.215 5.216
H 2.451 5.580 2.480
H 2.201 3.823 0.751
H 1.881 -0.815 -0.096
H 1.819 -2.576 -1.792
H 1.518 -2.829 -4.155
H 1.461 -4.613 -5.844
H -0.406 -6.227 -5.878
H -2.211 -6.050 -4.205
H -2.146 -4.277 -2.504
H -2.362 -1.903 -2.345
H -2.305 -0.139 -0.654
*
```

Results
- Max |F|: 0.67 eV/A
- Calculated total energy: -1059.60642 hartree
- SMILES: O=C(O)/C(=C\c1ccc(F)cc1)c1ccc(-c2ccccc2)cc1
- E_HOMO: -8.2 eV

Atomic partial charges in e from the natural (NBO) method, atoms 1 to 2: atom 1 (O): -0.5797, atom 2 (C): 0.7743



Record 3
This record from the OMol25 dataset describes C21H16BBrCaN4O9S as an isolated structure. The level of theory is wB97M-V/def2-TZVPD.

ORCA input file:
```
! RIJCOSX wB97M-V def2-TZVPD def2/J DEFGRID3
* xyz -2 1
Ca -0.829 -0.898 -0.193
O -3.291 4.453 2.373
C -2.769 3.220 2.031
C -1.660 2.733 2.613
C -1.124 1.416 2.177
N -1.804 0.707 1.149
C -2.907 1.284 0.639
C -3.457 2.486 1.015
C -3.598 0.513 -0.501
O -4.659 0.932 -0.954
O -2.959 -0.521 -0.927
C -0.013 1.086 2.817
O 0.927 1.043 3.541
O 0.540 -1.077 1.598
H -2.663 4.860 2.979
H -1.131 3.291 3.378
H -4.344 2.865 0.535
O 1.962 -3.023 1.144
B 1.368 -1.984 1.974
O 1.901 -2.197 3.311
C 2.718 -3.263 3.248
C 3.450 -3.849 4.256
C 4.229 -4.965 3.930
C 4.263 -5.463 2.636
C 3.518 -4.863 1.613
C 2.755 -3.765 1.941
H 3.414 -3.451 5.262
H 4.815 -5.447 4.704
H 4.874 -6.329 2.412
H 3.530 -5.241 0.599
C 0.512 -1.451 -4.926
N 0.297 -2.396 -3.847
C -0.742 -2.341 -2.994
N -1.681 -1.426 -3.215
S -0.769 -3.429 -1.672
H 1.348 -1.801 -5.530
H 0.711 -0.445 -4.554
H -0.376 -1.407 -5.560
H 1.050 -2.987 -3.544
H -1.400 -0.543 -3.655
H -2.419 -1.307 -2.513
Br 0.790 4.971 1.450
C 0.066 4.415 -0.211
C -0.457 5.380 -1.056
N -0.921 5.094 -2.267
C -0.859 3.820 -2.655
C -0.353 2.788 -1.876
C 0.106 3.089 -0.601
C -0.274 1.386 -2.446
O -0.706 1.210 -3.602
O 0.260 0.511 -1.706
H -0.492 6.414 -0.733
H -1.230 3.585 -3.645
H 0.485 2.316 0.056
*
```

Results
- Max |F|: 0.52 eV/A
- Calculated total energy: -5381.12290 hartree
- E_HOMO: 0.3 eV
- Relative energy (zero: lowest compared OMol25 entry of this formula, charge and spin): 5.5 kcal per mole

Atomic partial charges in e from the natural (NBO) method, atoms 1 to 2: atom 1 (Ca): 1.8030, atom 2 (O): -0.6962



Record 4
This record from the OMol25 dataset describes C21H16ClN4NiO as an isolated structure in a non-equilibrium geometry. The level of theory is wB97M-V/def2-TZVPD.

ORCA input file:
```
! RIJCOSX wB97M-V def2-TZVPD def2/J DEFGRID3
* xyz 1 1
Ni -0.019 0.025 0.027
Cl -0.795 -3.079 -6.394
C -0.830 -2.173 -4.929
C -1.800 -1.166 -4.764
C -1.842 -0.437 -3.607
C -0.926 -0.668 -2.555
O -1.010 0.050 -1.489
C 0.059 -1.696 -2.733
C 0.997 -1.979 -1.728
N 1.083 -1.372 -0.572
C 2.046 -1.721 0.375
C 3.024 -2.696 0.272
C 3.915 -2.923 1.325
C 3.857 -2.201 2.489
C 2.877 -1.201 2.636
C 2.732 -0.407 3.790
C 1.740 0.538 3.833
C 0.892 0.704 2.737
N 0.998 -0.017 1.633
C 1.977 -0.967 1.572
C 0.074 -2.430 -3.939
H -2.509 -0.975 -5.558
H -2.578 0.342 -3.460
H 1.702 -2.776 -1.943
H 3.112 -3.294 -0.623
H 4.670 -3.691 1.221
H 4.551 -2.388 3.298
H 3.403 -0.554 4.627
H 1.603 1.160 4.706
H 0.106 1.444 2.768
H 0.810 -3.210 -4.089
N -3.415 4.553 2.149
C -2.677 3.550 1.637
C -3.089 2.208 1.734
C -2.287 1.216 1.229
N -1.106 1.460 0.644
C -0.715 2.736 0.518
C -1.451 3.792 0.991
H -4.322 4.375 2.540
H -3.149 5.510 2.007
H -4.033 1.957 2.197
H -2.592 0.180 1.286
H 0.227 2.904 0.014
H -1.091 4.804 0.860
*
```

Results
- Max |F|: 1.19 eV/A
- Calculated total energy: -3072.51016 hartree
- E_HOMO: -10.4 eV

Atomic partial charges in e from the natural (NBO) method, atoms 1 to 2: atom 1 (Ni): 1.0334, atom 2 (Cl): 0.0291



Copy entry 4 word for word.
This record from the OMol25 dataset describes C21H16ClN4NiO as an isolated structure in a non-equilibrium geometry. The level of theory is wB97M-V/def2-TZVPD.

ORCA input file:
```
! RIJCOSX wB97M-V def2-TZVPD def2/J DEFGRID3
* xyz 1 1
Ni -0.019 0.025 0.027
Cl -0.795 -3.079 -6.394
C -0.830 -2.173 -4.929
C -1.800 -1.166 -4.764
C -1.842 -0.437 -3.607
C -0.926 -0.668 -2.555
O -1.010 0.050 -1.489
C 0.059 -1.696 -2.733
C 0.997 -1.979 -1.728
N 1.083 -1.372 -0.572
C 2.046 -1.721 0.375
C 3.024 -2.696 0.272
C 3.915 -2.923 1.325
C 3.857 -2.201 2.489
C 2.877 -1.201 2.636
C 2.732 -0.407 3.790
C 1.740 0.538 3.833
C 0.892 0.704 2.737
N 0.998 -0.017 1.633
C 1.977 -0.967 1.572
C 0.074 -2.430 -3.939
H -2.509 -0.975 -5.558
H -2.578 0.342 -3.460
H 1.702 -2.776 -1.943
H 3.112 -3.294 -0.623
H 4.670 -3.691 1.221
H 4.551 -2.388 3.298
H 3.403 -0.554 4.627
H 1.603 1.160 4.706
H 0.106 1.444 2.768
H 0.810 -3.210 -4.089
N -3.415 4.553 2.149
C -2.677 3.550 1.637
C -3.089 2.208 1.734
C -2.287 1.216 1.229
N -1.106 1.460 0.644
C -0.715 2.736 0.518
C -1.451 3.792 0.991
H -4.322 4.375 2.540
H -3.149 5.510 2.007
H -4.033 1.957 2.197
H -2.592 0.180 1.286
H 0.227 2.904 0.014
H -1.091 4.804 0.860
*
```

Results
- Max |F|: 1.19 eV/A
- Calculated total energy: -3072.51016 hartree
- E_HOMO: -10.4 eV

Atomic partial charges in e from the natural (NBO) method, atoms 1 to 2: atom 1 (Ni): 1.0334, atom 2 (Cl): 0.0291



Which of these has the lowest max |F|?
C21H16BBrCaN4O9S



What is the formula in the fourth record?
C21H16ClN4NiO